Entry 1:
C7H11INO as an isolated structure, computed with the ωB97M-V functional and the def2-TZVPD basis.

Cartesian coordinates (Å):
C -2.3916 -0.3199 0.3273
C -1.2943 -1.1674 0.3048
C -1.9041 0.8574 -0.0810
C -2.5779 2.1620 0.0215
C 2.1880 0.4132 -0.8055
C 2.0892 -1.4346 0.9088
C 1.5982 -0.8524 -0.4249
N -0.2103 -0.4094 -0.0979
O -0.5992 0.8513 -0.3115
I 1.4545 -2.4299 -1.8351
H -3.3887 -0.4632 0.5645
H -1.1498 -2.2597 0.5218
H -3.2023 2.2862 0.8773
H -1.7815 2.9756 0.0980
H -3.0334 2.5280 -0.9393
H 1.7925 1.0358 -1.7596
H 3.1871 0.2539 -0.9478
H 2.1533 1.0670 0.0048
H 2.0937 -0.9463 1.8233
H 3.1939 -1.7391 0.6722
H 1.7827 -2.4083 1.0783

Atoms 1-6, force components in eV/Å:
C 1.32 -0.87 -0.49
C 2.85 0.09 -0.75
C -0.99 2.46 0.85
C 1.82 2.80 -2.17
C -2.54 2.30 -3.10
C 3.01 -0.77 -3.02

DFT total energy in eV: -19065.573
LUMO in eV: -3.6
ΔE to the lowest compared entry with this formula, charge and spin in eV: 1.0045
Total charge: +1

Entry 2:
C12H19BF4IrN7Se as an isolated structure, computed with the ωB97M-V functional and the def2-TZVPD basis.

Cartesian coordinates (Å):
Ir 0.2463 -0.1890 0.2456
C 0.6600 -4.3679 3.6077
N 0.8116 -3.7424 2.2864
C 1.5089 -4.5085 1.2443
C 0.3151 -2.5461 2.0096
N 0.1780 -2.0865 0.7818
N -0.1072 -1.7774 3.0830
C -0.5724 -0.4882 3.0333
N -0.8257 0.0911 4.2070
N -0.7727 0.1115 1.8883
H 0.7959 -5.4384 3.4944
H -0.3448 -4.2157 4.0015
H 1.4110 -4.0047 4.3128
H 2.1763 -5.2123 1.7320
H 2.1173 -3.8460 0.6309
H 0.8098 -5.0672 0.6199
H 0.3642 -2.7782 0.0681
H 0.0721 -2.1572 3.9987
H -0.7373 -0.3959 5.0834
H -1.1636 1.0389 4.2494
H -1.0842 1.0738 1.9617
C -1.5924 3.5399 -1.9913
N -2.5123 2.6563 -1.2643
C -2.3960 1.3406 -1.0859
Se -1.0418 0.2211 -1.7840
N -3.4464 0.9107 -0.3727
C -4.2753 1.9811 -0.0613
C -5.4804 2.0631 0.6329
C -6.0392 3.3175 0.7321
C -5.4214 4.4527 0.1709
C -4.2317 4.3681 -0.5167
C -3.6737 3.0964 -0.6295
H -0.9905 2.9578 -2.6787
H -0.9339 4.0453 -1.2893
H -2.1826 4.2672 -2.5420
H -3.6114 -0.0584 -0.1529
H -5.9523 1.1924 1.0676
H -6.9788 3.4372 1.2536
H -5.8973 5.4172 0.2825
H -3.7581 5.2454 -0.9349
F 2.7834 2.5623 -0.0106
B 1.7456 2.0239 -0.6488
F 1.9496 0.5541 -0.8586
F 1.3312 2.5891 -1.7981
F 0.5470 1.9164 0.2913

Atoms 1-6, force components in eV/Å:
Ir 0.53 2.02 1.09
C 0.02 0.03 -0.01
N -0.01 -0.13 0.06
C -0.04 -0.02 0.02
C -0.46 -0.01 -0.25
N 0.46 -0.72 -0.77

DFT total energy in eV: -102906.921
LUMO in eV: -7.8
ΔE to the lowest compared entry with this formula, charge and spin in eV: 1.0942
Total charge: +2

Entry 3:
One molecule with the formula C5H4N2O, computed with the ωB97M-V functional and the def2-TZVPD basis.

Cartesian coordinates (Å):
O 1.1408 -1.3548 1.2146
C 0.8261 -0.9892 0.0102
C -0.4793 -1.4970 -0.5567
N -1.4024 -0.7474 -0.4760
C -1.2614 0.4098 0.1108
C -0.1070 1.0702 0.4650
C 1.2024 0.9904 -0.4433
N 1.6786 -0.2524 -0.8931
H -0.6487 -2.4919 -0.8811
H -2.1284 0.8323 0.8478
H -0.4042 1.9732 1.3261
H 1.5836 2.0566 -0.7244

Atoms 1-6, force components in eV/Å:
O -1.02 1.77 -5.55
C 2.76 -4.68 4.42
C 5.34 -2.66 0.23
N -6.67 1.70 -1.57
C -0.32 4.51 5.47
C -0.29 2.83 -0.31

DFT total energy in eV: -10272.054
LUMO in eV: -0.5
ΔE to the lowest compared entry with this formula, charge and spin in eV: 4.7087
Structure (SMILES): O=c1cncccn1

Question: What is the formula in the first record?
Answer: C7H11INO